1.
Computed, not measured: a cluster of 10 separate species, C28H40F6N2O26S2 in total at a distorted geometry, with wB97M-V/def2-TZVPD.

Computed properties:
Highest occupied orbital energy in eV: -9.996
E in a.u.: -4551.985715
LUMO level in eV: 0.00
Maximum force in eV/A: 6.5
SMILES: O=C1OC[C@@H](F)O1.O=C1OC[C@@H](F)O1.O=C1OC[C@@H](F)O1.O=C1OC[C@@H](F)O1.O=C1OC[C@@H](F)O1.O=C1OC[C@@H](F)O1.C[N+](=O)[O-].C[N+](=O)[O-].O=S1(=O)CCCC1.O=S1(=O)CCCC1
Gap between HOMO and LUMO in eV: 10.0

Each line ends with the Mulliken charge.
CARTESIAN COORDINATES (ANGSTROEM)
C1 -6.53 -2.36 -1.92  -0.65
N1 -5.75 -3.65 -1.81  0.85
O1 -6.14 -4.64 -2.40  -0.53
O2 -4.63 -3.56 -1.39  -0.49
H1 -7.47 -2.50 -1.38  0.28
H2 -6.61 -2.28 -3.00  0.27
H3 -6.04 -1.47 -1.52  0.25
C2 -5.02 0.75 5.56  -0.62
N2 -3.77 1.57 5.84  0.83
O3 -3.07 1.17 6.75  -0.52
O4 -3.58 2.53 5.07  -0.49
H4 -4.69 0.11 4.74  0.25
H5 -5.75 1.53 5.34  0.27
H6 -5.34 0.25 6.47  0.29
C3 7.27 -1.83 2.40  -0.64
C4 6.58 -0.53 2.76  -0.54
C5 6.05 0.12 1.50  -0.72
S1 5.26 -1.32 0.68  1.04
O5 5.44 -1.26 -0.75  -0.67
O6 3.95 -1.59 1.22  -0.55
C6 6.40 -2.54 1.36  -0.58
H7 7.46 -2.38 3.32  0.30
H8 8.21 -1.65 1.87  0.30
H9 7.28 0.11 3.30  0.36
H10 5.79 -0.75 3.47  0.30
H11 6.87 0.37 0.82  0.33
H12 5.28 0.88 1.60  0.43
H13 7.00 -3.03 0.59  0.36
H14 5.75 -3.27 1.83  0.32
C7 1.80 5.49 5.62  -0.66
C8 2.19 4.45 4.52  -0.59
C9 1.22 4.58 3.30  -0.77
S2 0.73 6.40 3.29  1.06
O7 -0.69 6.44 2.93  -0.63
O8 1.83 7.05 2.60  -0.63
C10 0.91 6.57 5.06  -0.56
H15 2.66 5.75 6.23  0.36
H16 1.19 4.95 6.35  0.24
H17 2.26 3.44 4.93  0.39
H18 3.18 4.81 4.25  0.26
H19 0.26 4.08 3.45  0.33
H20 1.54 4.32 2.29  0.45
H21 -0.05 6.42 5.55  0.35
H22 1.26 7.59 5.19  0.38
C11 1.49 -4.07 4.39  -0.27
C12 0.98 -4.81 3.15  0.37
O9 -0.06 -5.69 3.49  -0.28
C13 -0.31 -5.39 4.75  0.65
O10 -1.14 -6.04 5.38  -0.60
O11 0.40 -4.42 5.26  -0.30
F1 1.94 -5.55 2.58  -0.31
H23 1.67 -3.00 4.23  0.30
H24 2.38 -4.63 4.66  0.24
H25 0.64 -4.06 2.44  0.20
C14 -2.47 -2.18 -6.92  -0.37
C15 -3.89 -1.60 -7.38  0.28
O12 -3.59 -0.16 -7.20  -0.31
C16 -2.64 -0.01 -6.30  0.62
O13 -2.30 1.09 -5.77  -0.59
O14 -2.13 -1.23 -5.94  -0.24
F2 -4.96 -1.90 -6.69  -0.23
H26 -1.73 -2.07 -7.72  0.27
H27 -2.44 -3.22 -6.58  0.33
H28 -4.19 -1.71 -8.42  0.25
C17 -0.97 -0.53 -1.05  -0.45
C18 -1.70 0.82 -0.99  0.31
O15 -1.64 1.25 0.36  -0.26
C19 -1.27 0.16 1.08  0.61
O16 -1.10 0.20 2.29  -0.57
O17 -1.18 -0.98 0.30  -0.26
F3 -2.96 0.64 -1.42  -0.27
H29 0.11 -0.44 -1.17  0.27
H30 -1.37 -1.16 -1.84  0.33
H31 -1.23 1.56 -1.64  0.26
C20 2.85 -3.89 -3.87  -0.24
C21 2.10 -4.97 -3.04  0.35
O18 1.18 -5.57 -3.93  -0.31
C22 1.42 -5.18 -5.19  0.68
O19 0.92 -5.67 -6.22  -0.57
O20 2.25 -4.07 -5.19  -0.33
F4 1.38 -4.43 -2.07  -0.26
H32 3.92 -4.08 -3.81  0.24
H33 2.63 -2.88 -3.52  0.26
H34 2.72 -5.71 -2.53  0.18
C23 -6.81 3.37 -0.28  -0.38
C24 -6.09 3.65 1.07  0.37
O21 -6.43 2.49 1.77  -0.28
C25 -7.43 1.81 1.14  0.67
O22 -7.93 0.77 1.47  -0.56
O23 -7.73 2.35 0.00  -0.34
F5 -6.59 4.69 1.83  -0.31
H35 -6.04 3.06 -0.99  0.29
H36 -7.40 4.24 -0.58  0.29
H37 -5.01 3.73 0.93  0.24
C26 4.04 2.01 -6.20  -0.25
C27 4.94 2.82 -5.23  0.30
O24 4.36 2.92 -3.97  -0.31
C28 3.11 2.35 -4.06  0.63
O25 2.36 2.31 -3.07  -0.55
O26 2.88 1.83 -5.30  -0.27
F6 5.15 4.06 -5.64  -0.29
H38 4.67 1.16 -6.46  0.25
H39 3.84 2.48 -7.16  0.28
H40 5.94 2.42 -5.10  0.20

2.
Computed, not measured: an isolated molecule of C2H5BrClN at a distorted geometry, with wB97M-V/def2-TZVPD.

Computed properties:
Relative energy (zero: lowest compared OMol25 entry of this formula, charge and spin) in kJ/mol: 218.14
Highest occupied orbital energy in eV: -9.420
E in a.u.: -3168.092525
LUMO level in eV: 0.53
Maximum force in eV/A: 3.4
SMILES: ClNCCBr
Gap between HOMO and LUMO in eV: 10.0

Each line ends with the Mulliken charge.
CARTESIAN COORDINATES (ANGSTROEM)
C1 0.89 0.16 0.50  -0.36
C2 0.16 -0.38 -0.69  -0.61
N1 -0.12 0.76 1.65  -0.42
Cl1 -1.24 -0.32 2.43  -0.12
Br1 1.22 -1.21 -2.09  -0.14
H1 1.64 1.00 0.40  0.32
H2 1.36 -0.66 0.89  0.35
H3 -0.42 0.36 -1.23  0.37
H4 -0.61 -1.06 -0.28  0.30
H5 0.43 1.24 2.48  0.31

3.
Computed, not measured: a cluster of 8 separate species, C22H24F7NO23 in total at a distorted geometry, with wB97M-V/def2-TZVPD.

Computed properties:
Relative energy (zero: lowest compared OMol25 entry of this formula, charge and spin) in kJ/mol: 62.12
Highest occupied orbital energy in eV: -11.019
E in a.u.: -3337.052693
LUMO level in eV: -1.32
Maximum force in eV/A: 2.8
SMILES: O=C1OC[C@@H](F)O1.O=C1OC[C@@H](F)O1.O=C1OC[C@@H](F)O1.O=C1OC[C@@H](F)O1.O=C1OC[C@@H](F)O1.O=C1OC[C@@H](F)O1.O=C1OC[C@@H](F)O1.C[N+](=O)[O-]
Gap between HOMO and LUMO in eV: 9.7

Each line ends with the Mulliken charge.
CARTESIAN COORDINATES (ANGSTROEM)
C1 0.53 0.30 -0.23  -0.74
N1 -0.68 -0.51 0.07  0.71
O1 -0.55 -1.62 0.53  -0.51
O2 -1.76 -0.01 -0.20  -0.39
H1 0.19 1.31 -0.45  0.35
H2 1.03 -0.22 -1.04  0.29
H3 1.21 0.32 0.61  0.22
C2 -3.85 2.43 -0.42  -0.22
C3 -5.08 1.75 0.22  0.72
O3 -5.97 2.79 0.43  -0.38
C4 -5.29 3.97 0.45  0.54
O4 -5.76 4.98 0.82  -0.49
O5 -4.05 3.81 0.00  -0.38
F1 -4.78 1.16 1.42  -0.33
H4 -3.91 2.51 -1.50  0.30
H5 -2.89 2.15 0.00  0.15
H6 -5.46 0.94 -0.40  0.07
C5 2.86 2.91 -4.21  -0.34
C6 2.37 2.80 -2.76  0.49
O6 1.76 4.00 -2.50  -0.32
C7 2.23 4.95 -3.37  0.56
O7 2.05 6.12 -3.33  -0.48
O8 2.94 4.34 -4.35  -0.34
F2 3.34 2.45 -1.85  -0.25
H7 2.10 2.53 -4.89  0.31
H8 3.88 2.54 -4.27  0.22
H9 1.57 2.04 -2.71  0.14
C8 -3.85 -1.28 -2.10  -0.25
C9 -4.55 -1.54 -3.42  0.29
O9 -5.60 -2.42 -3.08  -0.34
C10 -5.80 -2.33 -1.71  0.54
O10 -6.67 -2.81 -1.10  -0.45
O11 -4.87 -1.54 -1.14  -0.15
F3 -3.69 -2.19 -4.24  -0.30
H10 -3.42 -0.29 -2.05  0.18
H11 -3.07 -2.05 -2.06  0.17
H12 -5.01 -0.66 -3.88  0.34
C11 2.62 -4.17 0.39  -0.26
C12 1.32 -4.23 1.19  0.63
O12 1.68 -3.61 2.41  -0.32
C13 2.96 -3.25 2.40  0.73
O13 3.61 -2.86 3.32  -0.58
O14 3.47 -3.32 1.16  -0.31
F4 0.96 -5.50 1.52  -0.33
H13 2.46 -3.74 -0.59  0.27
H14 3.05 -5.18 0.39  0.23
H15 0.48 -3.72 0.75  -0.01
C14 5.83 0.92 -0.35  -0.37
C15 5.91 0.82 -1.87  0.33
O15 4.72 0.23 -2.26  -0.34
C16 4.19 -0.44 -1.24  0.56
O16 3.29 -1.20 -1.37  -0.49
O17 4.82 -0.09 -0.08  -0.19
F5 7.00 0.05 -2.19  -0.34
H16 5.53 1.90 0.02  0.23
H17 6.73 0.58 0.16  0.38
H18 6.01 1.76 -2.41  0.29
C17 3.40 1.77 2.48  0.47
C18 3.86 0.74 3.51  0.39
O18 4.39 1.49 4.57  -0.36
C19 4.69 2.71 4.11  0.52
O19 5.29 3.53 4.73  -0.52
O20 4.29 2.86 2.84  -0.38
F6 4.82 -0.12 3.07  -0.31
H19 2.39 2.11 2.73  0.35
H20 3.60 1.41 1.48  -0.45
H21 3.07 0.09 3.89  0.25
C20 -4.71 -1.74 3.01  -0.34
C21 -3.95 -2.52 1.94  0.99
O21 -4.98 -3.16 1.27  -0.26
C22 -5.94 -3.45 2.22  0.57
O22 -6.89 -4.10 1.97  -0.50
O23 -5.71 -2.74 3.33  -0.37
F7 -3.00 -3.38 2.40  -0.33
H22 -5.14 -0.81 2.65  0.17
H23 -4.13 -1.49 3.89  0.36
H24 -3.48 -1.78 1.28  -0.27

4.
Computed, not measured: the ion C5H12N3O2 with charge +1 at a distorted geometry, with wB97M-V/def2-TZVPD.

Computed properties:
Net charge: +1
Relative energy (zero: lowest compared OMol25 entry of this formula, charge and spin) in kJ/mol: 231.86
Highest occupied orbital energy in eV: -14.505
E in a.u.: -512.127701
LUMO level in eV: -3.40
Maximum force in eV/A: 5.5
SMILES: CO[C@H]1[NH2+]N(C)C(=O)N1C
Gap between HOMO and LUMO in eV: 11.1

Each line ends with the Mulliken charge.
CARTESIAN COORDINATES (ANGSTROEM)
C1 1.66 0.64 0.24  0.59
C2 -0.64 0.14 0.50  -0.34
C3 0.08 2.48 -0.07  -0.93
C4 1.98 -1.62 -0.49  -1.00
C5 -2.76 -0.48 -0.58  -0.65
N1 0.37 1.06 0.16  0.13
N2 1.65 -0.74 0.59  -0.12
N3 0.31 -1.11 0.96  -0.17
O1 2.70 1.14 -0.11  -0.55
O2 -1.31 -0.24 -0.64  -0.39
H1 -1.14 0.29 1.35  0.81
H2 -0.57 2.86 0.76  0.33
H3 1.04 3.09 0.05  0.31
H4 -0.47 2.50 -0.98  0.34
H5 2.51 -2.50 -0.09  0.27
H6 1.14 -1.82 -1.13  0.45
H7 2.77 -1.06 -0.99  0.38
H8 -3.09 -1.58 -0.82  0.26
H9 -3.19 0.27 -1.36  0.25
H10 -3.09 -0.25 0.47  0.34
H11 0.01 -1.24 1.92  0.38
H12 0.04 -1.83 0.28  0.30